1.
The following is a DFT calculation (wB97M-V/def2-TZVPD) of a structure of composition C14H38O6V at a distorted geometry.

Element x y z (Å)
V -0.183 -0.169 -0.160
C -1.413 4.057 -0.378
C -1.567 3.074 0.754
C -2.918 3.130 1.381
O -1.117 1.820 0.251
H -0.356 4.212 -0.597
H -1.830 5.002 -0.033
H -2.025 3.766 -1.232
H -0.892 3.397 1.547
H -2.870 2.517 2.281
H -3.708 2.853 0.682
H -3.134 4.133 1.751
C -0.163 -4.234 0.615
C 0.994 -3.473 -0.039
C 1.772 -4.347 -0.985
O 0.723 -2.190 -0.616
H -0.471 -3.711 1.520
H 0.114 -5.236 0.942
H -0.979 -4.366 -0.095
H 1.680 -3.221 0.771
H 2.525 -3.854 -1.601
H 1.119 -4.842 -1.704
H 2.262 -5.128 -0.405
C 2.666 2.587 -1.251
C 1.566 1.966 -2.131
O 1.258 0.650 -1.732
H 2.274 2.804 -0.257
H 2.987 3.534 -1.686
H 3.590 2.010 -1.215
H 1.889 1.925 -3.171
H 0.675 2.587 -2.040
H 1.937 0.091 -2.118
C -1.122 -0.814 3.309
C -2.257 -1.407 2.443
O -1.878 -1.299 1.061
H -0.850 0.213 3.063
H -0.251 -1.467 3.243
H -1.460 -0.801 4.346
H -3.221 -0.962 2.693
H -2.346 -2.468 2.679
H -2.625 -1.545 0.511
C -1.355 0.435 -4.140
C -2.216 0.340 -2.876
O -1.487 -0.604 -2.035
H -1.404 -0.549 -4.605
H -0.317 0.682 -3.916
H -1.741 1.172 -4.844
H -3.208 -0.066 -3.074
H -2.356 1.256 -2.303
H -1.362 -1.388 -2.574
C 3.333 -0.771 2.538
C 2.708 -0.003 1.352
O 1.331 0.310 1.530
H 4.417 -0.852 2.459
H 2.804 -1.718 2.650
H 3.125 -0.110 3.379
H 2.847 -0.619 0.463
H 3.264 0.927 1.231
H 1.225 0.762 2.370

Summary:
* orbital gap (alpha / beta): 7.6 / 4.0 eV
* total charge: +1
* HOMO energy (alpha / beta): -9.9855 / -10.1660 eV
* spin multiplicity: 5
* lowest unoccupied orbital energy (alpha / beta): -0.088 / -0.227 Ha
* E_tot: -53098.9160 eV
* <S²>: 6.01

=====

2.
The following is a DFT calculation (wB97M-V/def2-TZVPD) of a cluster of 2 separate species, C5H12NO2 in total at a distorted geometry.

Element x y z (Å)
O 1.315 -0.493 -0.568
C 0.450 -0.486 0.251
O 0.449 0.173 1.404
C -0.788 -1.297 0.023
C -2.046 -0.995 0.578
C -2.538 0.466 0.142
C -2.202 0.830 -1.300
N 4.511 1.149 -0.394
H 1.318 0.062 1.829
H -0.589 -2.026 -0.764
H -2.034 -0.966 1.673
H -2.759 -1.733 0.214
H -3.615 0.446 0.295
H -2.082 1.169 0.825
H -2.555 0.090 -2.018
H -1.115 0.852 -1.376
H -2.623 1.759 -1.667
H 3.799 0.459 -0.264
H 4.190 2.083 -0.235
H 5.465 0.918 -0.206

Summary:
* orbital gap: 3.6 eV
* total charge: +1
* HOMO energy: -11.7944 eV
* lowest unoccupied orbital energy: -0.300 Ha
* E_tot: -10954.7536 eV
* ΔE to the lowest compared entry with this formula, charge and spin: 373.0 kJ/mol

=====

3.
The following is a DFT calculation (wB97M-V/def2-TZVPD) of a structure of composition C4H6N2O at a distorted geometry.

Element x y z (Å)
C -2.159 0.255 -0.308
C -0.789 -0.442 -0.080
O 0.172 0.625 0.185
C 1.379 0.144 0.013
N 1.523 -1.114 -0.186
C 2.446 1.119 -0.014
N 3.348 1.847 -0.027
H -2.160 0.904 -1.190
H -2.927 -0.511 -0.458
H -2.514 0.880 0.541
H 0.140 -1.229 -0.641
H -0.834 -1.067 0.818
H 2.384 -1.437 -0.589

Summary:
* orbital gap: 9.7 eV
* HOMO energy: -9.5256 eV
* lowest unoccupied orbital energy: 0.005 Ha
* E_tot: -9270.1381 eV
* ΔE to the lowest compared entry with this formula, charge and spin: 324.5 kJ/mol

=====

4.
The following is a DFT calculation (wB97M-V/def2-TZVPD) of the ion C7H5N4 with charge +1 at a distorted geometry.

Element x y z (Å)
C 0.918 0.650 1.126
C -0.061 0.084 1.962
C 0.839 0.555 -0.243
C -1.132 -0.581 1.428
C -0.221 -0.133 -0.854
C -1.227 -0.698 0.031
C -0.359 -0.296 -2.208
N -2.161 -1.283 -0.661
N -2.630 -1.606 -1.625
N -0.294 -0.548 -4.552
N -0.437 -0.495 -3.370
H 1.743 1.179 1.577
H 0.035 0.182 3.031
H 1.587 1.001 -0.881
H -1.910 -1.005 2.043
H -0.954 -1.039 -5.140

Summary:
* orbital gap (alpha / beta): 6.5 / 6.8 eV
* total charge: +1
* HOMO energy (alpha / beta): -10.8843 / -14.1772 eV
* spin multiplicity: 3
* lowest unoccupied orbital energy (alpha / beta): -0.161 / -0.270 Ha
* E_tot: -13287.2340 eV
* <S²>: 2.03
* ΔE to the lowest compared entry with this formula, charge and spin: 0.0 kJ/mol

=====

5.
The following is a DFT calculation (wB97M-V/def2-TZVPD) of an isolated molecule of C7H9N at a distorted geometry.

Element x y z (Å)
C 2.582 -0.830 -0.304
N 1.541 -0.073 -0.749
C 0.976 0.909 0.205
C -0.534 0.949 0.389
C -1.005 -0.284 1.120
C -1.725 -1.125 0.264
C -1.985 -0.352 -0.888
C -1.338 0.816 -0.882
H 2.630 -1.633 -1.037
H 3.234 -0.993 0.685
H 1.422 1.916 -0.056
H 1.284 0.780 1.318
H -0.578 1.938 0.952
H -0.578 -0.437 2.164
H -2.168 -2.145 0.427
H -2.514 -0.836 -1.808
H -1.243 1.401 -1.800

Summary:
* orbital gap: 9.0 eV
* HOMO energy: -8.2188 eV
* lowest unoccupied orbital energy: 0.030 Ha
* E_tot: -8891.2858 eV
* ΔE to the lowest compared entry with this formula, charge and spin: 373.5 kJ/mol

=====

6.
The following is a DFT calculation (wB97M-V/def2-TZVPD) of a structure of composition C27H30As2AuIN2O.

Element x y z (Å)
Au 0.353 0.198 0.031
C 4.129 0.070 -0.943
As 2.800 -0.574 0.305
C 3.422 -2.387 0.577
C 3.236 0.286 2.000
C 4.532 0.702 2.281
C 4.818 1.359 3.473
C 3.811 1.600 4.396
C 2.514 1.177 4.134
C 2.229 0.515 2.945
As 0.428 -0.093 2.614
C -0.755 0.862 3.785
C 0.315 -1.930 3.176
H 5.126 -0.170 -0.582
H 4.035 1.139 -1.110
H 3.960 -0.453 -1.882
H 4.336 -2.315 1.160
H 3.637 -2.833 -0.392
H 2.692 -2.993 1.105
H 5.330 0.532 1.569
H 5.828 1.690 3.676
H 4.030 2.116 5.322
H 1.739 1.368 4.865
H -0.527 0.553 4.803
H -1.776 0.585 3.536
H -0.624 1.935 3.668
H 0.753 -1.979 4.171
H 0.843 -2.573 2.480
H -0.733 -2.218 3.202
C -3.868 -0.724 -0.323
C -4.458 0.533 -0.301
C -3.673 1.677 -0.222
C -2.287 1.570 -0.172
C -1.714 0.305 -0.214
C -2.479 -0.848 -0.277
C -1.374 2.716 -0.049
C -1.812 4.053 -0.096
C -0.909 5.061 0.026
C 0.464 4.776 0.190
C 1.439 5.794 0.315
C 2.757 5.478 0.463
C 3.152 4.122 0.493
C 2.231 3.121 0.375
C 0.864 3.423 0.221
N -0.085 2.431 0.108
H -4.482 -1.614 -0.381
H -5.535 0.626 -0.341
H -4.154 2.646 -0.190
H -2.018 -1.826 -0.301
H -2.860 4.270 -0.240
H -1.236 6.095 -0.008
H 1.119 6.828 0.288
H 3.500 6.259 0.554
H 4.201 3.878 0.609
H 2.529 2.089 0.398
N 0.696 -2.717 -2.145
C 0.389 -3.175 -0.918
O 0.122 -2.423 0.029
C 0.404 -4.660 -0.721
I -1.381 -5.476 -1.547
H 0.494 -1.755 -2.368
H 0.746 -3.362 -2.919
H 0.398 -4.895 0.335
H 1.236 -5.141 -1.227

Summary:
* orbital gap (alpha / beta): 7.9 / 5.4 eV
* total charge: +2
* HOMO energy (alpha / beta): -13.5333 / -13.9034 eV
* spin multiplicity: 3
* lowest unoccupied orbital energy (alpha / beta): -0.208 / -0.313 Ha
* E_tot: -166968.7293 eV
* <S²>: 2.01

=====

Q: The highest E_tot belongs to which entry?
A: C7H9N

=====

Q: Which value of E_tot does entry 2 give?
A: -10954.7536 eV

=====

Q: What is the formula in the fifth record?
A: C7H9N